No. 1
# C35H53Ge2O3Se2Ti

C35H53Ge2O3Se2Ti as an isolated structure (ωB97M-V/def2-TZVPD, the OMol25 dataset).

Results
- HOMO-LUMO gap (alpha / beta) (eV) = 7.7 / 7.1
- 2S+1 = 4
- calculated total energy (eV) = -310137.91834
- ΔE to the lowest compared entry with this formula, charge and spin (eV) = 0.026
- max |F| (eV/A) = 0.218

```
96
Properties=species:S:1:pos:R:3:forces:R:3
Ti -0.1435 1.1228 0.1982 -0.003 0.217 0.024
C 2.5552 2.0420 2.2619 0.012 0.003 0.010
C 1.5494 1.1754 3.0044 0.128 0.010 -0.029
C 2.0823 -0.2423 3.1649 -0.004 0.016 -0.012
C 1.2503 1.7799 4.3714 0.017 0.002 -0.013
O 0.3448 1.0857 2.2234 -0.143 -0.083 0.128
Ge -1.3728 1.8266 2.6980 0.014 0.015 -0.086
O -0.9521 3.0795 1.3410 -0.063 -0.204 -0.031
C -1.5715 4.3619 1.1565 0.030 0.075 0.004
C -2.7133 4.5671 2.1499 0.016 0.008 -0.020
C -2.1131 4.4436 -0.2647 -0.003 0.014 0.010
C -0.4989 5.4225 1.3843 0.001 -0.006 -0.014
O -1.8813 0.6835 1.2061 0.106 -0.080 0.000
C -3.1399 -0.0047 1.1086 -0.083 0.005 -0.015
C -3.2647 -0.9495 2.2967 -0.036 0.007 -0.014
C -4.2647 1.0244 1.1058 0.030 -0.008 0.005
C -3.1351 -0.7949 -0.1883 0.024 0.020 0.015
H 3.4773 2.1267 2.8389 0.024 0.004 0.016
H 2.1490 3.0403 2.0909 0.009 -0.021 -0.002
H 2.7946 1.6035 1.2906 -0.003 0.008 0.031
H 3.0304 -0.2408 3.7051 0.009 0.005 -0.002
H 2.2414 -0.6945 2.1828 -0.009 0.004 0.009
H 1.3656 -0.8470 3.7221 -0.006 -0.024 0.002
H 2.1673 1.8167 4.9610 -0.001 -0.001 0.008
H 0.5182 1.1834 4.9179 -0.016 -0.010 0.000
H 0.8727 2.8008 4.2775 -0.008 0.012 -0.006
H -3.4919 3.8133 2.0148 -0.005 -0.014 0.001
H -3.1657 5.5472 1.9912 -0.001 -0.002 0.001
H -2.3581 4.5248 3.1814 0.007 -0.004 0.005
H -2.8477 3.6542 -0.4370 -0.002 -0.009 -0.005
H -1.3106 4.3345 -0.9949 -0.011 0.004 0.020
H -2.6001 5.4064 -0.4307 -0.005 0.010 -0.003
H -0.1104 5.3468 2.4017 0.011 0.000 0.013
H -0.9067 6.4250 1.2437 -0.011 0.015 -0.005
H 0.3269 5.2821 0.6861 -0.009 0.000 0.012
H -3.2436 -0.3972 3.2389 0.005 0.004 0.008
H -2.4458 -1.6676 2.2895 0.026 -0.019 0.012
H -4.2071 -1.4973 2.2475 -0.011 -0.011 0.001
H -4.2946 1.5689 2.0528 0.002 0.010 0.004
H -5.2300 0.5347 0.9720 -0.014 -0.011 0.000
H -4.1212 1.7368 0.2921 0.000 0.012 -0.010
H -2.2931 -1.4880 -0.1796 -0.001 0.011 -0.019
H -3.0441 -0.1277 -1.0466 0.007 -0.022 0.002
H -4.0541 -1.3760 -0.2834 -0.013 0.000 0.011
C 2.6103 2.3163 -2.1416 0.037 0.109 -0.034
Se 1.2866 3.0736 -0.9244 0.033 -0.105 -0.113
C 1.0888 5.1054 -4.1704 0.019 -0.011 0.008
C 0.4656 4.2170 -4.9260 -0.003 -0.035 -0.018
Se -1.0720 1.6919 -2.2422 -0.051 0.118 -0.045
C 0.0105 0.6901 -3.5208 0.007 -0.026 0.033
H 3.5201 2.9036 -2.0289 -0.026 0.019 -0.012
H 2.2505 2.4152 -3.1631 0.022 -0.014 0.004
H 2.8333 1.2787 -1.9117 -0.034 -0.022 0.005
H 2.1187 5.3842 -4.3553 0.016 0.017 -0.009
H 0.5970 5.5778 -3.3307 -0.012 0.003 0.034
H 0.9624 3.7356 -5.7595 0.003 0.010 -0.034
H -0.5603 3.9313 -4.7310 -0.018 -0.016 0.016
H 0.1397 1.2968 -4.4136 0.003 0.015 0.002
H -0.5115 -0.2311 -3.7666 -0.014 0.019 -0.016
H 0.9764 0.4376 -3.0972 0.010 -0.018 0.031
C 0.9163 -0.5421 -0.4264 -0.030 -0.040 0.072
Ge 0.8015 -2.4703 -0.5511 -0.031 0.046 0.007
C 2.5850 -3.2247 -0.2462 -0.036 0.009 -0.005
C 3.7216 -2.5897 -0.7454 -0.003 0.014 -0.002
C 4.9861 -3.1249 -0.5464 0.018 0.001 -0.004
C 5.1329 -4.3095 0.1617 -0.001 -0.005 -0.001
C 4.0126 -4.9539 0.6651 0.016 0.005 -0.002
C 2.7499 -4.4138 0.4607 -0.014 -0.020 0.006
C 0.2240 -2.9570 -2.3635 0.025 -0.017 0.070
C -1.0511 -2.6353 -2.8292 -0.022 0.010 0.003
C -1.4445 -2.9603 -4.1191 0.004 -0.008 -0.025
C -0.5600 -3.6066 -4.9728 -0.004 0.001 0.013
C 0.7121 -3.9305 -4.5261 0.000 -0.002 -0.002
C 1.0969 -3.6115 -3.2296 0.019 -0.015 0.002
C -0.3914 -3.3019 0.7627 0.023 0.018 -0.062
C -0.1091 -3.1709 2.1224 0.036 -0.004 -0.003
C -0.8893 -3.7994 3.0818 -0.021 -0.003 0.004
C -1.9782 -4.5684 2.6930 0.003 0.008 -0.004
C -2.2718 -4.7111 1.3450 -0.004 -0.008 0.012
C -1.4783 -4.0889 0.3892 -0.009 -0.003 -0.053
H 1.8453 -0.2273 -0.9220 0.009 -0.026 0.002
H 3.6253 -1.6624 -1.3000 -0.002 0.013 -0.005
H 5.8567 -2.6174 -0.9422 0.008 0.003 -0.002
H 6.1181 -4.7281 0.3211 0.011 -0.004 0.001
H 4.1208 -5.8779 1.2184 0.005 -0.014 0.008
H 1.8828 -4.9251 0.8630 -0.008 -0.008 0.004
H -1.7485 -2.1109 -2.1867 -0.008 0.013 0.012
H -2.4390 -2.7020 -4.4610 -0.011 0.002 -0.004
H -0.8631 -3.8568 -5.9813 -0.001 -0.001 -0.008
H 1.4067 -4.4359 -5.1850 0.002 -0.002 -0.007
H 2.0914 -3.8792 -2.8910 0.011 -0.001 0.002
H 0.7419 -2.5802 2.4359 0.020 0.026 0.022
H -0.6500 -3.6886 4.1320 0.004 0.004 0.010
H -2.5929 -5.0565 3.4383 -0.003 -0.006 0.004
H -3.1150 -5.3151 1.0347 -0.011 -0.007 -0.002
H -1.7115 -4.2233 -0.6616 -0.001 -0.002 0.014
```
Forces are in eV/Å.

No. 2
# C35H53NOP3Pr

C35H53NOP3Pr as an isolated structure at a distorted geometry (ωB97M-V/def2-TZVPD, the OMol25 dataset).

Results
- HOMO-LUMO gap (alpha / beta) (eV) = 7.5 / 7.8
- 2S+1 = 3
- calculated total energy (eV) = -82613.79782
- ΔE to the lowest compared entry with this formula, charge and spin (eV) = 0.000
- max |F| (eV/A) = 4.477
- net charge = +2

```
94
Properties=species:S:1:pos:R:3:forces:R:3
Pr -0.7899 -0.0575 -1.4943 0.694 0.109 -0.173
P 0.4008 -2.6316 -1.9365 -0.598 -0.817 -0.314
P 0.3242 2.5885 -1.6265 -0.379 0.747 -0.316
N 0.2236 0.0621 -3.6140 -0.253 -0.090 1.641
C 0.4565 -2.4811 -3.7850 -0.056 0.199 -0.131
H 1.2404 -3.1796 -4.1202 -0.419 0.122 -0.092
H -0.5059 -2.8137 -4.2055 0.340 0.065 0.207
C 0.8034 -1.0751 -4.3291 0.224 -0.116 -0.405
H 1.9103 -0.9791 -4.3787 -0.369 0.082 0.217
H 0.4827 -1.0404 -5.3911 0.110 -0.060 0.361
C 0.7772 1.2926 -4.1765 0.284 0.211 -0.428
H 0.4628 1.3809 -5.2372 0.110 -0.001 0.356
H 1.8860 1.2288 -4.2296 -0.346 -0.101 0.201
C 0.3941 2.6189 -3.4789 -0.082 -0.158 -0.183
H -0.5746 2.9735 -3.8643 0.318 -0.084 0.157
H 1.1618 3.3668 -3.7360 -0.427 -0.116 -0.120
C 1.8176 3.5573 -1.1237 0.277 -0.355 0.250
C 2.2417 3.2598 0.3208 0.128 0.071 0.117
H 3.2026 3.7624 0.5070 -0.281 -0.148 0.035
H 2.3893 2.1888 0.5047 -0.091 0.145 -0.020
H 1.5124 3.6459 1.0491 0.195 -0.125 -0.236
C -1.2352 3.5669 -1.2335 0.470 -0.160 0.051
C -1.3715 3.8036 0.2785 -0.245 -0.024 0.184
H -2.4173 4.0654 0.5090 0.375 0.031 -0.041
H -0.7342 4.6352 0.6219 -0.208 -0.330 -0.167
H -1.1244 2.9163 0.8817 0.005 0.250 -0.183
C -1.1774 -3.6024 -1.6003 0.472 0.159 -0.106
C -1.2904 -3.9579 -0.1104 -0.256 -0.014 0.231
H -2.3518 -4.0942 0.1530 0.347 -0.094 -0.087
H -0.9151 -3.1580 0.5472 0.001 -0.214 -0.171
H -0.7589 -4.8938 0.1359 -0.159 0.437 -0.162
C 1.8528 -3.6794 -1.4988 0.330 0.254 0.253
C 2.2164 -3.5589 -0.0130 0.148 0.018 0.113
H 3.1765 -4.0687 0.1515 -0.277 0.110 0.035
H 1.4643 -4.0362 0.6329 0.233 0.142 -0.204
H 2.3383 -2.5191 0.3097 -0.069 -0.223 -0.076
C 1.6740 -0.0540 -1.2799 4.405 0.209 -0.775
O 2.8226 -0.0168 -1.4681 -3.809 -0.147 0.609
C -1.3996 4.8644 -2.0226 -0.374 0.259 -0.044
H -0.6814 5.6310 -1.7125 -0.279 -0.289 -0.125
H -1.3155 4.7158 -3.1033 0.004 0.105 0.193
H -2.4051 5.2634 -1.8268 0.221 -0.060 -0.078
C -1.3869 -4.8152 -2.5067 -0.437 -0.248 -0.035
H -2.3994 -5.2096 -2.3342 0.249 0.063 -0.078
H -1.3168 -4.5588 -3.5687 -0.008 -0.138 0.205
H -0.6801 -5.6243 -2.2905 -0.287 0.326 -0.087
C 1.7709 -5.1541 -1.8936 0.190 -0.230 -0.131
H 2.7495 -5.6121 -1.6909 -0.224 0.132 -0.069
H 1.0359 -5.7075 -1.2932 0.237 0.241 -0.169
H 1.5632 -5.3030 -2.9592 -0.060 -0.004 0.209
C 1.7512 5.0686 -1.3450 0.194 0.241 -0.089
H 1.0286 5.5594 -0.6788 0.230 -0.223 -0.195
H 2.7376 5.4886 -1.1010 -0.226 -0.120 -0.088
H 1.5373 5.3412 -2.3851 -0.059 -0.033 0.229
H 2.5887 3.1421 -1.7988 -0.173 0.092 0.185
H 2.6579 -3.2074 -2.0922 -0.170 -0.103 0.180
H -2.0498 2.8830 -1.5505 0.107 0.082 0.032
H -1.9834 -2.8751 -1.8374 0.122 -0.105 0.024
H -2.3198 -0.0879 -3.4419 -0.729 -0.030 0.392
H -2.9008 -0.1358 -2.9239 0.346 0.032 -0.638
C -0.8539 3.4160 5.1778 -0.094 -0.202 -0.225
C 0.3703 3.2604 4.5174 -0.093 -0.092 -0.043
C 0.5041 2.3248 3.4923 -0.156 -0.240 -0.122
C -0.5899 1.5299 3.0922 -0.201 0.505 0.430
C -1.8286 1.7275 3.7309 0.395 -0.096 -0.140
C -1.9534 2.6505 4.7758 0.251 -0.005 -0.134
P -0.3037 0.2241 1.8191 0.104 0.179 0.069
C 1.0010 -0.7252 2.6856 0.347 -0.256 -0.185
C 2.2890 -0.6758 2.1100 -0.518 0.116 0.372
C 3.4073 -1.0511 2.8504 0.077 -0.088 0.007
C 3.2533 -1.5622 4.1428 -0.102 0.052 -0.181
C 1.9711 -1.7153 4.6789 -0.202 0.028 -0.078
C 0.8489 -1.2748 3.9688 0.306 0.091 -0.046
C -1.9053 -0.6638 1.8061 -0.010 -0.100 -0.037
C -2.1906 -1.7927 2.5893 -0.405 0.239 -0.239
C -3.4959 -2.2922 2.6315 0.122 0.118 -0.152
C -4.4868 -1.7465 1.8094 0.074 -0.047 0.071
C -4.1816 -0.6906 0.9511 -0.094 0.147 -0.146
C -2.9121 -0.1135 0.9742 0.368 -0.576 0.259
H -0.9491 4.1229 6.0052 0.032 -0.230 -0.316
H 1.2343 3.8587 4.8117 -0.266 -0.192 -0.056
H 1.4785 2.1751 3.0184 -0.266 0.082 0.181
H -2.6869 1.1307 3.4256 0.106 0.163 0.179
H -2.9126 2.7541 5.2820 0.244 0.015 -0.129
H 2.3936 -0.3090 1.0882 0.115 0.048 0.409
H 4.4024 -0.9314 2.4140 -0.320 -0.124 0.182
H 4.1333 -1.8381 4.7303 -0.352 0.055 -0.231
H 1.8372 -2.1593 5.6686 0.081 0.215 -0.325
H -0.1401 -1.3277 4.4242 0.351 0.108 0.033
H -1.4047 -2.2655 3.1744 -0.264 0.151 -0.095
H -3.7375 -3.1043 3.3176 0.048 0.153 -0.264
H -5.5037 -2.1394 1.8486 0.319 0.082 -0.073
H -4.9327 -0.2913 0.2686 0.060 -0.081 0.320
H -2.7231 0.8119 0.4043 -0.075 -0.187 0.250
```
Forces are in eV/Å.